Record 1
Molecular formula: C39H83F9N9O7S3
Method: DFT, ωB97M-V with the def2-TZVPD basis set

```
! RIJCOSX wB97M-V def2-TZVPD def2/J DEFGRID3
* xyz 1 1
C -8.515 3.690 0.780
C -8.042 2.758 2.008
C -7.607 1.303 1.490
N -6.170 1.249 1.093
N -5.589 0.025 1.303
C -4.881 -0.566 2.393
N -4.625 0.009 3.563
C -5.034 1.368 3.994
C -3.900 2.422 3.503
C -3.818 -0.816 4.535
C -2.254 -0.559 4.415
C -1.593 -1.135 3.078
S -1.659 0.013 1.632
C 0.040 0.434 1.057
S 1.222 0.688 2.203
N 0.223 0.550 -0.393
C 1.602 0.207 -0.815
C 2.011 -1.311 -0.434
C -0.178 1.911 -0.876
C -0.489 1.977 -2.441
N -4.508 -1.891 1.982
C -5.008 -2.094 0.668
O -4.841 -3.284 -0.023
N -5.635 -0.883 0.288
C -6.268 -0.735 -1.062
C -5.219 -0.964 -2.247
C -4.426 0.390 -2.656
C -4.313 0.498 -4.244
C -4.529 1.964 -4.817
F -3.715 2.796 -3.981
F -3.964 2.145 -6.100
C -5.991 2.558 -4.676
F -6.362 2.828 -3.339
F -5.960 3.830 -5.287
S -7.391 1.601 -5.451
F -6.422 0.744 -6.472
F -7.531 2.750 -6.667
F -8.473 2.503 -4.533
F -7.405 0.433 -4.277
F -8.692 0.844 -6.140
H -8.714 4.761 1.115
H -7.727 3.735 -0.036
H -9.477 3.308 0.323
H -8.956 2.585 2.677
H -7.238 3.267 2.632
H -7.753 0.552 2.345
H -8.280 1.071 0.596
H -5.617 2.026 1.464
H -6.066 1.684 3.657
H -5.035 1.427 5.135
H -3.060 2.468 4.273
H -4.381 3.454 3.401
H -3.507 2.024 2.510
H -4.068 -1.921 4.485
H -4.124 -0.482 5.588
H -2.018 0.550 4.457
H -1.740 -1.075 5.298
H -2.118 -2.122 2.848
H -0.504 -1.403 3.306
H 1.617 0.230 -1.960
H 2.402 0.925 -0.415
H 1.064 -1.892 -0.170
H 2.595 -1.806 -1.284
H 2.640 -1.318 0.521
H -1.110 2.246 -0.318
H 0.665 2.653 -0.651
H -1.524 2.363 -2.702
H 0.257 2.712 -2.900
H -0.321 0.983 -2.959
H -5.601 -3.395 -0.643
H -7.026 -1.596 -1.130
H -6.872 0.213 -1.168
H -5.812 -1.401 -3.116
H -4.432 -1.758 -1.994
H -4.826 1.309 -2.135
H -3.367 0.233 -2.247
H -3.236 0.219 -4.517
H -4.962 -0.290 -4.737
C 6.273 -4.083 -2.584
O 7.202 -4.291 -1.533
C 8.428 -3.581 -1.718
C 8.568 -2.478 -0.671
N 7.618 -1.393 -0.919
C 7.528 -0.427 0.176
C 6.990 -0.935 1.521
O 5.618 -1.308 1.487
C 5.380 -2.640 1.060
H 5.431 -4.760 -2.429
H 5.895 -3.056 -2.575
H 6.723 -4.307 -3.556
H 8.527 -3.186 -2.733
H 9.235 -4.305 -1.566
H 9.586 -2.077 -0.705
H 8.405 -2.930 0.313
H 6.698 -1.791 -1.068
H 6.867 0.374 -0.168
H 8.514 0.025 0.332
H 7.052 -0.101 2.228
H 7.604 -1.735 1.948
H 6.188 -3.321 1.341
H 5.214 -2.667 -0.019
H 4.460 -2.986 1.536
C 1.421 7.428 -5.285
O 1.888 8.249 -4.227
C 0.835 8.909 -3.522
C 0.720 8.362 -2.101
N 0.192 6.997 -2.105
C 0.285 6.327 -0.807
C 1.693 6.056 -0.253
O 2.436 5.105 -1.009
C 3.139 5.652 -2.115
H 2.288 7.074 -5.845
H 0.882 6.558 -4.899
H 0.776 7.993 -5.966
H -0.118 8.849 -4.055
H 1.114 9.966 -3.464
H 0.049 9.004 -1.522
H 1.716 8.401 -1.648
H 0.707 6.447 -2.783
H -0.224 5.364 -0.916
H -0.287 6.902 -0.069
H 1.568 5.611 0.739
H 2.271 6.973 -0.099
H 3.470 6.678 -1.934
H 2.527 5.601 -3.018
H 4.022 5.033 -2.289
C 6.293 -4.891 4.381
O 6.547 -6.275 4.214
C 5.988 -7.079 5.255
C 4.854 -7.940 4.706
N 3.688 -7.121 4.373
C 2.660 -7.839 3.618
C 3.032 -8.332 2.212
O 3.255 -7.285 1.275
C 4.575 -6.760 1.274
H 6.862 -4.349 3.623
H 5.232 -4.668 4.238
H 6.618 -4.547 5.368
H 5.661 -6.479 6.109
H 6.789 -7.740 5.603
H 4.569 -8.682 5.458
H 5.233 -8.467 3.824
H 3.990 -6.327 3.820
H 1.811 -7.155 3.519
H 2.309 -8.688 4.215
H 2.173 -8.892 1.830
H 3.870 -9.037 2.219
H 5.324 -7.514 1.530
H 4.645 -5.906 1.950
H 4.789 -6.394 0.268
*
```

Results
Electronic energy = -126477.35374 eV
Kohn-Sham gap = 6.78 eV
Largest force on an atom = 5.03 eV Å⁻¹


Record 2
Molecular formula: C39H85FGaN4O4
Method: DFT, ωB97M-V with the def2-TZVPD basis set

```
! RIJCOSX wB97M-V def2-TZVPD def2/J DEFGRID3
* xyz -1 1
C 8.534 -1.632 0.695
C 8.125 -1.032 2.036
C 8.521 0.450 2.205
C 7.324 1.375 2.433
C 6.546 1.677 1.141
C 5.932 3.074 1.118
C 4.762 3.245 2.103
C 3.377 3.020 1.461
C 2.540 4.294 1.245
C 1.133 4.209 1.835
C 0.222 5.383 1.431
C -1.015 5.000 0.599
C -2.279 5.762 0.995
C -3.377 5.720 -0.070
C -4.792 5.865 0.511
C -5.448 4.540 0.910
Ga -7.404 4.696 1.430
F -7.717 6.417 2.057
C -8.678 4.280 -0.093
C -9.473 3.004 0.183
C -10.427 2.570 -0.950
C -10.587 1.043 -1.090
C -11.936 0.493 -0.583
C -11.823 -0.833 0.194
C -11.985 -0.688 1.721
C -10.677 -0.881 2.489
C -10.755 -0.409 3.950
C -10.174 -1.368 5.000
C -10.558 -2.848 4.824
H 9.623 -1.651 0.601
H 8.181 -2.657 0.587
H 8.136 -1.033 -0.128
H 7.044 -1.140 2.166
H 8.582 -1.623 2.834
H 9.048 0.765 1.299
H 9.218 0.550 3.039
H 7.676 2.319 2.859
H 6.669 0.897 3.166
H 7.243 1.585 0.303
H 5.757 0.932 0.994
H 6.717 3.804 1.337
H 5.576 3.293 0.107
H 4.801 4.257 2.511
H 4.899 2.558 2.942
H 3.520 2.506 0.507
H 2.804 2.337 2.095
H 2.439 4.498 0.174
H 3.053 5.166 1.662
H 0.678 3.254 1.556
H 1.228 4.190 2.926
H 0.811 6.125 0.883
H -0.125 5.892 2.334
H -0.824 5.221 -0.457
H -1.203 3.926 0.671
H -2.680 5.349 1.927
H -2.009 6.804 1.201
H -3.315 4.758 -0.593
H -3.181 6.496 -0.819
H -4.750 6.509 1.396
H -5.420 6.363 -0.233
H -5.380 3.837 0.070
H -4.910 4.098 1.758
H -7.711 3.686 2.670
H -9.373 5.123 -0.197
H -8.144 4.198 -1.048
H -8.782 2.180 0.392
H -10.049 3.169 1.099
H -10.040 2.980 -1.887
H -11.412 3.018 -0.790
H -10.435 0.742 -2.129
H -9.795 0.569 -0.504
H -12.404 1.247 0.054
H -12.596 0.333 -1.440
H -12.560 -1.549 -0.178
H -10.845 -1.282 -0.001
H -12.746 -1.379 2.099
H -12.345 0.320 1.952
H -9.914 -0.297 1.966
H -10.364 -1.927 2.423
H -10.204 0.531 4.020
H -11.791 -0.176 4.214
H -9.091 -1.246 5.052
H -10.544 -1.041 5.975
H -11.292 -2.984 4.029
H -9.694 -3.458 4.556
H -10.964 -3.267 5.745
C 8.695 -5.960 0.704
O 8.316 -4.858 0.348
N 9.980 -6.314 0.859
C 10.366 -7.649 1.255
C 11.021 -5.331 0.603
H 7.990 -6.781 0.926
H 10.928 -7.631 2.191
H 10.987 -8.109 0.483
H 9.474 -8.258 1.398
H 10.912 -4.476 1.273
H 10.966 -4.981 -0.424
H 11.987 -5.801 0.764
C -6.807 9.731 -1.224
O -6.614 8.610 -1.648
N -6.736 10.105 0.069
C -6.957 11.473 0.465
C -6.427 9.117 1.102
H -7.059 10.577 -1.892
H -6.074 11.886 0.960
H -7.801 11.550 1.155
H -7.174 12.079 -0.414
H -5.458 8.661 0.904
H -7.163 8.313 1.148
H -6.399 9.629 2.062
C 10.950 -6.929 -3.191
O 11.335 -6.534 -2.103
N 9.657 -7.042 -3.535
C 9.244 -7.505 -4.846
C 8.650 -6.681 -2.551
H 11.644 -7.219 -3.997
H 8.654 -6.736 -5.350
H 8.638 -8.408 -4.760
H 10.113 -7.737 -5.454
H 8.758 -5.643 -2.237
H 8.746 -7.306 -1.661
H 7.665 -6.825 -2.987
C 9.572 -10.742 -6.950
O 9.739 -9.537 -6.993
N 8.485 -11.373 -7.434
C 8.329 -12.809 -7.359
C 7.442 -10.571 -8.050
H 10.311 -11.428 -6.502
H 8.239 -13.244 -8.356
H 7.440 -13.075 -6.783
H 9.200 -13.242 -6.870
H 7.836 -10.017 -8.902
H 7.040 -9.848 -7.339
H 6.643 -11.229 -8.385
*
```

Results
Electronic energy = -111067.66100 eV
Kohn-Sham gap = 5.61 eV
Largest force on an atom = 0.53 eV Å⁻¹